[1]
Molecular formula: C7H12N2
Method: DFT, ωB97M-V/def2-TZVPD

Atoms and positions in Å:
C (1.018, -0.992, 1.598)
H (-1.487, -0.358, -2.206)
N (1.634, 0.363, 0.958)
C (0.785, 0.756, -0.122)
H (1.944, -1.915, 1.581)
C (0.396, -1.778, -0.826)
H (-2.445, -0.096, -0.855)
C (-0.146, -1.363, 0.598)
H (-0.132, -2.283, -1.533)
H (-0.871, 1.693, 1.151)
C (-0.405, 1.871, 0.122)
C (-1.424, 0.077, -1.154)
H (0.374, 2.727, 0.091)
H (0.888, -0.912, 2.984)
H (1.444, -1.771, -1.020)
C (-0.171, -0.442, -0.496)
H (1.617, 1.187, 1.675)
N (-1.152, 1.514, -1.182)
H (-1.937, 2.147, -1.398)
H (1.266, 1.320, -0.985)
H (-1.196, -1.745, 1.018)

Calculated values
Relative energy (zero: lowest compared OMol25 entry of this formula, charge and spin) in kJ/mol: 464.8
HOMO energy in eV: -8.62
LUMO in Ha: 0.0361
Net charge: 0


[2]
Molecular formula: C25H41AsCaN9OS2Si
Method: DFT, ωB97M-V/def2-TZVPD

Atoms and positions in Å:
S (-1.536, 1.910, -0.962)
H (-4.213, 3.429, -2.571)
H (1.306, -1.108, 3.181)
Si (2.765, 1.116, -2.630)
C (-2.475, -2.761, 3.771)
H (1.278, -3.083, -1.546)
H (-1.280, -5.777, 3.489)
H (0.605, -4.168, 3.379)
H (5.231, 0.999, -2.981)
H (-3.103, 1.303, -4.212)
H (1.869, 3.146, -1.541)
C (0.355, -2.905, -2.102)
S (-1.247, 0.369, 2.661)
N (-3.007, -2.179, -4.265)
N (-0.427, -2.290, 0.943)
N (2.477, 0.032, -1.238)
C (-1.930, -2.482, -3.490)
As (-1.759, 2.961, -2.887)
C (4.350, 0.682, -3.557)
C (-0.826, -2.665, 1.990)
H (1.281, 1.492, -4.636)
C (2.852, 2.887, -1.986)
H (0.599, 3.542, -3.618)
H (0.079, -3.322, 4.877)
O (-2.250, -4.825, 5.030)
Ca (0.300, -0.251, -0.071)
H (-3.983, -3.843, 4.826)
H (-1.332, 1.038, -4.553)
C (2.359, -0.929, 3.458)
H (3.147, 3.651, -2.701)
N (-0.283, -1.704, -1.965)
H (-2.375, 4.961, 2.266)
H (-3.455, -2.987, -4.688)
H (-2.344, -2.068, 4.606)
H (2.386, -0.050, 4.137)
H (2.746, -1.800, 4.021)
C (4.608, -0.191, -0.089)
C (-2.131, 1.770, -4.413)
N (-1.920, 2.915, 2.611)
C (3.129, -0.705, 2.203)
H (4.415, -0.402, -3.716)
C (5.283, -0.486, 1.087)
H (-3.687, -1.537, -3.844)
N (2.492, -0.460, 1.058)
C (-0.271, -3.897, 3.986)
H (0.255, -4.863, -3.030)
C (-2.166, 4.196, 3.025)
H (-1.936, 2.648, 1.627)
H (5.066, -0.963, 3.166)
H (-3.441, 4.551, -3.744)
C (-1.044, -5.143, 4.375)
C (1.318, 0.805, -3.788)
C (-3.350, 4.078, -2.770)
N (-1.147, -3.024, 3.195)
C (-2.120, 4.461, 4.379)
C (4.547, -0.758, 2.241)
H (-2.289, 5.445, 4.803)
H (5.141, 0.005, -1.014)
H (0.355, 0.870, -3.258)
H (-3.059, -2.205, 3.019)
C (3.167, -0.204, -0.121)
C (-0.267, 4.146, -3.323)
H (6.369, -0.531, 1.094)
H (-2.258, 2.427, -5.290)
N (-1.296, -3.636, -3.657)
H (1.414, -0.224, -4.169)
H (3.611, 2.887, -1.167)
C (-1.593, 1.871, 3.422)
H (-0.632, 4.736, -4.174)
H (-1.766, 3.417, 6.256)
C (-0.185, -3.863, -2.951)
C (-3.121, -4.079, 4.200)
H (-1.981, -0.595, -2.414)
C (-1.432, -1.523, -2.592)
C (-1.795, 3.352, 5.187)
H (-0.083, 4.762, -2.452)
H (4.382, 1.149, -4.554)
H (-0.463, -5.754, 5.072)
H (-3.216, 4.820, -1.985)
H (-3.490, -4.698, 3.355)
N (-1.572, 2.111, 4.718)

Calculated values
Relative energy (zero: lowest compared OMol25 entry of this formula, charge and spin) in kJ/mol: 2.7
HOMO energy in eV: -8.70
LUMO in Ha: -0.1055
Net charge: +1


[3]
Molecular formula: C18H31N4O15P2Tb
Method: DFT, ωB97M-V/def2-TZVPD

Atoms and positions in Å:
C (1.345, -1.861, 2.457)
O (4.840, 1.421, 1.137)
H (2.064, -2.625, 2.767)
H (4.575, 1.046, -1.280)
H (-0.447, 0.158, -4.497)
H (-4.951, 0.157, 3.505)
C (0.320, -2.707, -1.111)
N (0.281, 1.092, -2.740)
H (-0.235, -2.892, 0.936)
C (3.705, 1.362, 0.660)
C (2.852, -1.612, 0.655)
H (1.214, -2.764, -1.726)
C (0.381, 3.313, -1.666)
H (-1.611, 0.414, -3.206)
N (-0.425, -1.520, -1.508)
O (-3.722, -0.179, -1.276)
H (3.151, 2.128, -1.224)
C (-2.520, -0.230, -1.022)
H (-1.346, 2.339, -2.426)
C (-0.578, 0.131, -3.399)
H (2.054, 2.119, -3.013)
C (-3.023, 0.930, 2.964)
H (-4.774, 0.490, 1.764)
O (-2.736, 1.320, 4.322)
O (-1.776, -1.171, 4.043)
H (0.591, -1.675, -3.317)
C (-0.298, 2.428, -2.715)
H (1.264, -3.709, 0.512)
H (0.345, -2.201, 2.719)
O (-3.157, 2.442, 0.627)
C (2.578, 0.075, -2.685)
O (2.251, -0.775, 4.346)
C (-4.535, 0.846, 2.766)
H (2.259, -0.912, -3.000)
H (1.659, 1.048, -4.347)
H (-0.240, 2.933, -3.688)
H (4.342, -1.164, -0.779)
O (0.585, 4.494, -1.951)
P (-2.161, -0.705, 2.684)
H (-1.881, -1.978, -0.075)
O (-0.890, 2.376, 1.861)
C (0.688, -2.781, 0.370)
C (-0.365, -1.317, -2.953)
H (3.569, 0.234, -3.144)
C (1.544, -0.613, 3.351)
H (2.946, -1.967, -1.460)
Tb (0.385, 0.838, 0.724)
O (-1.191, -0.583, 1.545)
N (2.690, 0.085, -1.229)
O (0.870, 0.412, 3.009)
H (-2.645, 3.503, 3.699)
H (-2.689, 1.820, -0.063)
H (-3.710, -2.148, 2.865)
H (3.318, -0.946, 1.377)
O (0.668, 2.730, -0.566)
O (-3.314, -1.703, 2.106)
O (-1.795, 0.765, -0.642)
O (-2.957, 3.585, 2.784)
P (-2.377, 2.334, 1.965)
O (2.590, 1.417, 1.270)
C (-1.819, -1.582, -1.086)
H (-0.254, -3.627, -1.326)
H (-2.403, -2.234, -1.748)
H (-4.988, 1.828, 2.910)
C (3.241, -1.191, -0.759)
N (1.413, -1.658, 0.984)
H (-2.152, 0.624, 4.677)
C (3.577, 1.196, -0.849)
H (-1.128, -1.935, -3.457)
C (1.642, 1.136, -3.245)
H (3.291, -2.609, 0.820)

Calculated values
2S+1: 7
HOMO energy (spin up / spin down) in eV: -3.27 / -3.27
LUMO (spin up / spin down) in Ha: 0.1595 / 0.1616
Net charge: -2


[4]
Molecular formula: C9H17FO5S
Method: DFT, ωB97M-V/def2-TZVPD

Atoms and positions in Å:
C (-1.787, -3.492, -2.499)
H (3.277, -0.787, -1.807)
H (-1.062, -0.574, 0.523)
O (-1.640, 3.769, 4.454)
O (-3.815, -4.544, -3.178)
F (0.346, -1.906, -1.006)
H (-2.293, -2.575, -2.812)
C (1.654, -2.187, -1.370)
C (-2.679, -4.748, -2.705)
H (-0.859, -3.608, -3.067)
C (2.452, -0.911, -1.103)
H (1.541, 2.840, 2.090)
C (0.422, 2.457, 0.283)
H (-0.576, 2.599, -0.140)
H (-1.516, 2.593, 2.219)
C (1.565, 0.340, -1.206)
C (-0.449, 3.335, 3.953)
H (-0.313, 1.500, 2.929)
H (0.790, 0.257, -1.974)
H (2.899, -0.975, -0.107)
O (-0.814, 0.194, -0.021)
H (0.478, 4.139, 1.589)
C (-0.516, 2.544, 2.654)
O (-2.138, -5.819, -2.354)
H (-1.524, -3.420, -1.442)
O (0.583, 3.624, 4.465)
H (1.994, -3.010, -0.742)
H (-2.261, 3.042, 4.595)
H (2.176, 1.226, -1.396)
S (0.676, 0.676, 0.317)
H (1.152, 2.877, -0.410)
C (0.550, 3.053, 1.682)
H (1.682, -2.507, -2.412)

Calculated values
Relative energy (zero: lowest compared OMol25 entry of this formula, charge and spin) in kJ/mol: 43.3
HOMO energy in eV: -5.83
LUMO in Ha: -0.0711
Net charge: 0


[5]
Molecular formula: C5H26N3O6
Method: DFT, ωB97M-V/def2-TZVPD

Atoms and positions in Å:
H (-2.158, -0.842, 0.140)
H (3.850, 2.007, 1.844)
H (-3.213, -2.902, -1.128)
H (2.567, -2.075, -2.464)
H (1.797, 3.369, 1.354)
H (-4.347, -3.074, -0.090)
H (0.720, -0.097, 0.799)
C (3.534, 1.218, 1.135)
H (-0.671, -1.660, -1.673)
O (0.221, -2.204, 3.974)
H (0.696, -2.643, 4.744)
O (-3.860, -2.318, -0.454)
N (1.300, 0.196, -0.017)
H (-0.750, 1.297, -1.531)
H (2.434, -0.978, -3.529)
H (-0.489, 3.545, 0.935)
H (-0.374, -1.602, 4.425)
H (-1.400, 1.274, 1.437)
N (-1.052, 1.622, 0.564)
H (1.897, -0.475, -0.422)
H (-3.481, 0.620, -3.722)
N (-1.941, -0.210, -0.625)
H (-1.011, -1.020, 2.573)
H (3.383, 0.330, 1.868)
H (0.203, 3.187, -0.640)
C (-0.020, 2.708, 0.505)
O (2.065, -1.665, -3.007)
O (-1.528, -1.307, 1.890)
C (2.093, 1.416, 0.461)
H (2.220, 2.034, -0.481)
H (-0.902, -2.026, 1.566)
O (-0.640, -2.120, -2.529)
H (0.268, -2.233, -2.827)
H (1.143, 2.053, 2.303)
C (1.235, 2.356, 1.345)
H (-2.059, 0.245, -3.842)
H (4.476, 0.923, 0.459)
H (-2.436, -0.366, -1.538)
O (-2.695, 0.583, -3.231)
C (-1.074, 0.836, -0.573)

Calculated values
Relative energy (zero: lowest compared OMol25 entry of this formula, charge and spin) in kJ/mol: 402.6
HOMO energy in eV: -12.81
LUMO in Ha: -0.0904
Net charge: +1


Number 1: maximum force 4.63 eV/Å, energy -10428.65954 eV. Number 2: maximum force 2.58 eV/Å, energy -150873.51563 eV. Number 3: maximum force 1.33 eV/Å, energy -96867.89330 eV. Number 4: maximum force 0.53 eV/Å, energy -33394.68386 eV. Number 5: maximum force 9.05 eV/Å, energy -22353.88723 eV.